No. 1
The following is a quantum chemistry calculation of 6 unconnected molecules or ions with the total composition C30H70N2O6, from the Open Molecules 2025 dataset.

Calculated values
SMILES string = CC1(C)CCCC(C)(C)N1O.CC1(C)CCCC(C)(C)N1O.CC(C)O.CC(C)O.CC(C)O.CC(C)O
Energy relative to the best compared isomer or geometry (same formula, charge and spin) = 185.2 kJ/mol

```
! wB97M-V def2-TZVPD RIJCOSX def2/J DEFGRID3
* xyz 0 1
C -2.002 1.818 -3.203
C -3.066 1.142 -4.118
C -2.553 1.082 -5.529
C -3.236 -0.281 -3.572
C -4.482 -0.982 -4.147
C -5.651 -0.094 -3.757
C -5.581 1.364 -4.249
C -5.775 1.397 -5.757
C -6.665 2.182 -3.493
N -4.280 1.879 -3.804
O -4.144 3.210 -4.267
H -2.488 1.906 -2.261
H -1.116 1.158 -3.152
H -1.804 2.876 -3.492
H -2.665 2.051 -6.015
H -1.388 0.860 -5.481
H -2.999 0.387 -6.257
H -2.270 -0.798 -3.695
H -3.402 -0.377 -2.522
H -4.468 -1.289 -5.223
H -4.525 -1.912 -3.652
H -5.669 0.062 -2.659
H -6.530 -0.563 -4.033
H -6.729 0.955 -6.010
H -4.919 0.818 -6.090
H -5.775 2.396 -6.232
H -6.598 3.236 -3.759
H -6.468 2.096 -2.427
H -7.695 1.878 -3.689
H -4.276 3.711 -3.431
C 4.268 0.809 2.925
C 3.517 2.069 2.634
C 3.517 2.206 1.077
C 2.041 2.027 3.124
C 1.944 2.149 4.613
C 2.646 3.409 5.079
C 4.147 3.425 4.684
C 4.691 4.887 4.867
C 4.986 2.531 5.528
N 4.150 3.278 3.234
O 5.531 3.416 2.746
H 5.358 0.940 2.853
H 4.041 0.371 3.877
H 4.057 0.133 2.085
H 3.488 3.196 0.711
H 4.416 1.722 0.741
H 2.678 1.690 0.652
H 1.528 2.876 2.654
H 1.563 1.111 2.706
H 0.885 2.162 4.928
H 2.423 1.284 5.085
H 2.519 3.484 6.179
H 2.211 4.285 4.563
H 4.039 5.547 4.286
H 5.735 5.019 4.662
H 4.552 5.272 5.931
H 5.232 3.182 6.381
H 5.909 2.248 5.077
H 4.600 1.615 5.858
H 5.446 3.857 1.905
C -1.699 -0.366 4.984
C -0.858 -0.413 3.744
C 0.457 -1.186 4.065
O -1.571 -1.091 2.769
H -2.622 0.198 4.956
H -1.098 0.195 5.686
H -1.893 -1.338 5.475
H -0.612 0.658 3.493
H 0.326 -1.965 4.826
H 1.240 -0.530 4.397
H 0.785 -1.621 3.134
H -2.524 -0.768 2.802
C 3.391 -3.949 0.395
C 2.822 -5.353 0.053
C 1.678 -5.779 0.994
O 2.376 -5.507 -1.314
H 2.571 -3.236 0.307
H 4.255 -3.721 -0.277
H 3.896 -3.968 1.406
H 3.546 -6.065 0.284
H 1.961 -5.624 2.056
H 1.543 -6.842 0.856
H 0.761 -5.191 0.796
H 3.148 -5.360 -1.841
C -0.475 1.005 0.424
C 0.137 -0.262 -0.278
C 1.115 -0.036 -1.409
O 0.768 -1.049 0.771
H -1.207 1.460 -0.284
H 0.342 1.720 0.637
H -0.980 0.623 1.297
H -0.784 -0.858 -0.560
H 1.378 -0.982 -1.909
H 2.089 0.433 -1.077
H 0.659 0.687 -2.079
H 0.101 -1.439 1.305
C 0.517 -3.919 -3.648
C -0.663 -3.266 -2.915
C -1.996 -3.911 -3.095
O -0.364 -3.125 -1.522
H 0.281 -3.944 -4.686
H 0.695 -4.940 -3.300
H 1.426 -3.271 -3.511
H -0.735 -2.198 -3.227
H -2.371 -4.065 -4.112
H -2.760 -3.338 -2.621
H -2.005 -4.916 -2.606
H 0.053 -3.955 -1.310
*
```

---

No. 2
The following is a quantum chemistry calculation of a molecular structure, C30H71AgN12O7P2, from the Open Molecules 2025 dataset.

```
! wB97M-V def2-TZVPD RIJCOSX def2/J DEFGRID3
* xyz 0 1
Ag 0.004 -0.448 -0.248
N 0.795 1.781 1.670
O -0.240 1.445 1.013
O 1.865 1.147 1.516
O 0.657 2.691 2.473
C 3.421 -3.577 -4.149
C 2.747 -4.558 -3.196
C 2.530 -3.979 -1.772
C 1.666 -2.784 -1.910
N 1.130 -1.774 -1.964
H 3.496 -4.204 -5.115
H 4.469 -3.391 -3.775
H 2.932 -2.630 -4.204
H 3.372 -5.431 -2.962
H 1.778 -4.871 -3.653
H 3.467 -3.632 -1.283
H 2.073 -4.685 -1.114
C 1.380 1.623 6.478
C 1.631 2.765 5.480
C 0.408 3.669 5.244
C -0.780 2.862 4.944
N -1.753 2.258 4.771
H 0.479 1.092 6.153
H 1.372 2.010 7.542
H 2.146 0.824 6.437
H 1.990 2.317 4.502
H 2.474 3.364 5.834
H 0.571 4.244 4.294
H 0.120 4.383 6.020
C 3.349 0.562 -3.389
C 3.133 1.324 -2.094
C 3.971 2.643 -2.028
C 5.274 2.379 -1.487
N 6.249 2.130 -0.870
H 2.681 -0.212 -3.616
H 4.327 0.161 -3.686
H 3.074 1.254 -4.183
H 3.211 0.678 -1.238
H 2.101 1.617 -1.941
H 3.315 3.066 -1.321
H 4.061 3.168 -2.994
C -0.448 3.765 -1.838
O 0.228 4.230 -2.732
N -1.036 4.474 -0.876
C -1.801 3.821 0.200
C -0.858 5.896 -0.631
H -0.550 2.681 -1.751
H -1.904 2.765 0.041
H -2.788 4.282 0.222
H -1.343 3.855 1.227
H -1.883 6.318 -0.616
H -0.220 6.151 0.267
H -0.365 6.423 -1.477
C 3.478 -1.707 1.716
O 2.737 -2.432 1.076
N 4.530 -0.998 1.201
C 5.327 0.046 1.962
C 4.912 -1.265 -0.163
H 3.382 -1.451 2.756
H 6.249 -0.290 2.388
H 4.693 0.329 2.789
H 5.539 0.878 1.353
H 5.363 -0.390 -0.681
H 5.629 -2.125 -0.251
H 4.053 -1.592 -0.740
O -1.864 0.776 -1.505
P -2.395 0.684 -2.900
N -1.285 1.000 -4.084
C -1.678 1.137 -5.483
C 0.129 0.695 -3.865
N -3.607 1.765 -3.326
C -4.775 1.614 -2.487
C -3.167 3.182 -3.518
N -3.117 -0.848 -2.985
C -4.079 -1.236 -4.024
C -3.060 -1.865 -1.889
H -1.510 0.215 -5.993
H -1.078 1.959 -5.881
H -2.717 1.447 -5.433
H 0.772 1.488 -4.380
H 0.504 -0.227 -4.406
H 0.320 0.646 -2.779
H -4.389 1.617 -1.461
H -5.590 2.390 -2.535
H -5.205 0.637 -2.695
H -3.171 3.655 -2.544
H -2.126 3.224 -3.864
H -3.873 3.577 -4.223
H -3.876 -2.280 -4.350
H -5.113 -1.193 -3.728
H -4.051 -0.755 -5.050
H -4.036 -1.893 -1.303
H -2.093 -1.775 -1.358
H -2.965 -2.781 -2.389
O -0.531 -2.386 1.182
P -1.547 -2.469 2.333
N -3.031 -1.805 2.161
C -3.038 -0.327 2.087
C -4.070 -2.466 1.438
N -0.828 -1.760 3.654
C -1.532 -1.582 4.949
C 0.479 -1.222 3.438
N -1.882 -4.024 2.577
C -0.780 -4.991 2.386
C -2.720 -4.298 3.752
H -4.036 0.061 2.312
H -2.704 0.005 1.052
H -2.352 0.170 2.774
H -4.980 -2.260 1.957
H -3.856 -3.541 1.299
H -4.180 -2.070 0.460
H -2.575 -1.883 4.828
H -1.163 -2.316 5.705
H -1.352 -0.622 5.370
H 1.336 -1.834 3.855
H 0.679 -1.092 2.329
H 0.512 -0.222 3.808
H -0.197 -4.703 1.520
H -0.271 -5.101 3.317
H -1.334 -5.900 2.081
H -3.191 -5.231 3.576
H -3.471 -3.465 3.890
H -2.160 -4.464 4.726
*
```

---

No. 3
The following is a quantum chemistry calculation of 8 unconnected molecules or ions with the total composition C30H71IN16O9S, from the Open Molecules 2025 dataset.

Calculated values
SMILES string = CCCCCCCCCCCC[C@]1(I)[C@H](C)C(=O)N[C@@]1(CCCS)N(C)C(C)=O.NC(N)=O.NC(N)=O.NC(N)=O.NC(N)=O.NC(N)=O.NC(N)=O.NC(N)=O

```
! wB97M-V def2-TZVPD RIJCOSX def2/J DEFGRID3
* xyz 0 1
C 4.790 -3.828 1.508
C 6.099 -3.023 1.632
C 6.388 -2.063 0.460
C 7.247 -0.878 0.938
C 6.915 0.493 0.326
C 5.721 1.273 0.938
C 5.160 2.224 -0.129
C 4.120 1.662 -1.128
C 3.023 0.774 -0.557
C 2.184 1.532 0.522
C 0.832 1.927 -0.096
C -0.076 2.808 0.777
C -0.929 2.170 1.894
I -2.457 3.793 2.180
C -0.395 2.028 3.334
C 1.090 2.226 3.667
C -1.040 0.761 3.890
O -0.744 0.169 4.819
N -2.168 0.492 3.004
C -1.781 0.841 1.631
C -0.975 -0.421 1.235
C -1.591 -1.759 1.724
C -0.776 -2.366 2.886
S -1.817 -2.755 4.347
N -2.927 1.254 0.803
C -4.191 0.571 1.140
C -2.712 1.076 -0.619
C -2.926 -0.207 -1.396
O -2.383 2.009 -1.227
H 4.302 -3.928 2.463
H 5.031 -4.829 1.168
H 4.101 -3.385 0.791
H 6.929 -3.726 1.662
H 6.069 -2.501 2.583
H 5.431 -1.740 0.057
H 6.902 -2.588 -0.340
H 7.182 -0.779 2.018
H 8.274 -1.110 0.664
H 6.781 0.420 -0.751
H 7.803 1.099 0.494
H 4.997 0.633 1.434
H 6.158 1.902 1.712
H 4.766 3.153 0.277
H 6.031 2.514 -0.716
H 3.708 2.484 -1.708
H 4.685 1.066 -1.848
H 2.345 0.547 -1.379
H 3.399 -0.154 -0.149
H 2.706 2.463 0.722
H 2.086 0.892 1.390
H 1.119 2.568 -0.932
H 0.337 1.078 -0.550
H -0.727 3.414 0.171
H 0.585 3.520 1.271
H -0.889 2.788 3.930
H 1.568 3.006 3.090
H 1.612 1.278 3.601
H 1.140 2.503 4.715
H -2.898 1.072 3.416
H -0.009 -0.306 1.730
H -0.758 -0.505 0.178
H -2.649 -1.723 1.941
H -1.483 -2.461 0.898
H 0.061 -1.738 3.162
H -0.344 -3.298 2.570
H -0.976 -2.495 5.363
H -4.159 -0.514 1.074
H -4.565 0.892 2.102
H -4.935 0.901 0.417
H -3.766 -0.802 -1.078
H -3.132 0.105 -2.411
H -2.060 -0.855 -1.431
N -2.397 -6.964 3.895
C -2.875 -7.363 2.685
N -3.113 -6.331 1.820
O -3.073 -8.529 2.394
H -2.233 -6.001 4.133
H -2.202 -7.676 4.572
H -3.468 -6.565 0.914
H -2.953 -5.368 2.052
N 5.040 -7.269 4.932
C 4.816 -6.980 3.614
N 5.525 -7.739 2.725
O 4.039 -6.110 3.259
H 5.674 -7.978 5.247
H 4.534 -6.731 5.611
H 5.382 -7.554 1.750
H 6.167 -8.459 2.996
N -4.046 -0.468 -4.915
C -3.077 -1.095 -5.629
N -2.581 -0.397 -6.692
O -2.674 -2.216 -5.341
H -4.393 0.447 -5.132
H -4.426 -0.963 -4.126
H -1.862 -0.838 -7.235
H -2.894 0.521 -6.951
N -2.882 7.991 0.714
C -2.792 8.009 -0.645
N -2.303 6.864 -1.207
O -3.126 8.978 -1.317
H -2.610 7.205 1.270
H -3.241 8.814 1.169
H -2.225 6.840 -2.206
H -2.028 6.058 -0.676
N -0.510 12.186 1.921
C -1.656 11.638 1.403
N -1.500 10.958 0.234
O -2.738 11.751 1.956
H 0.389 12.107 1.487
H -0.592 12.692 2.782
H -2.326 10.542 -0.174
H -0.621 10.849 -0.233
N -6.207 -1.795 -10.411
C -5.362 -1.161 -9.541
N -4.528 -1.981 -8.836
O -5.352 0.050 -9.403
H -6.231 -2.788 -10.539
H -6.831 -1.219 -10.943
H -3.897 -1.540 -8.191
H -4.514 -2.979 -8.927
N -2.881 -4.240 -3.478
C -3.301 -3.994 -2.215
N -3.385 -5.079 -1.388
O -3.590 -2.870 -1.813
H -2.641 -5.153 -3.812
H -2.812 -3.441 -4.112
H -3.691 -4.902 -0.450
H -3.155 -6.015 -1.661
*
```

---

No. 4
The following is a quantum chemistry calculation of a molecular structure, C30H73AsF6N4O14, from the Open Molecules 2025 dataset.

```
! wB97M-V def2-TZVPD RIJCOSX def2/J DEFGRID3
* xyz 0 1
C 1.804 2.269 2.903
C 1.928 3.503 1.998
N 3.156 3.473 1.234
C 4.371 3.999 1.627
C 5.262 3.678 0.645
N 4.551 3.064 -0.371
C 3.302 2.897 0.053
C 5.098 2.523 -1.617
H 0.836 2.304 3.403
H 2.662 2.179 3.568
H 1.712 1.369 2.294
H 1.734 4.425 2.540
H 1.125 3.424 1.260
H 4.380 4.507 2.576
H 6.322 3.843 0.562
H 2.530 2.354 -0.478
H 5.633 1.595 -1.417
H 5.748 3.281 -2.038
H 4.255 2.235 -2.244
As -0.735 0.749 -0.314
F -1.344 0.589 1.323
F -0.876 -0.964 -0.464
F -0.116 1.020 -1.899
F -0.712 2.498 -0.056
F 0.912 0.649 0.311
F -2.403 0.960 -0.864
C -8.027 -2.479 5.508
C -6.540 -2.513 5.773
O -5.776 -2.976 4.676
C -5.461 -2.081 3.713
O -5.815 -0.934 3.691
O -4.761 -2.726 2.811
C -4.250 -2.019 1.681
H -8.272 -1.850 4.648
H -8.560 -2.207 6.414
H -8.327 -3.452 5.104
H -6.369 -3.248 6.564
H -6.167 -1.566 6.169
H -3.863 -2.740 0.966
H -3.339 -1.531 2.036
H -4.930 -1.318 1.206
C 0.770 -1.499 3.254
C 0.408 -2.854 3.807
O -0.668 -3.366 3.044
C -0.818 -4.686 2.936
O -0.142 -5.527 3.457
O -1.831 -4.887 2.130
C -2.286 -6.188 1.852
H 1.650 -1.054 3.730
H -0.017 -0.784 3.503
H 1.003 -1.403 2.194
H 0.130 -2.729 4.857
H 1.247 -3.553 3.791
H -1.677 -6.634 1.059
H -3.290 -6.145 1.436
H -2.257 -6.835 2.728
C -3.581 1.821 -7.961
O -3.073 1.756 -6.647
C -4.076 1.605 -5.645
C -3.413 1.938 -4.326
N -3.070 3.370 -4.269
C -2.183 3.625 -3.131
C -0.705 3.514 -3.574
O -0.399 4.098 -4.824
C -0.590 5.506 -4.786
H -4.415 1.141 -8.151
H -2.765 1.565 -8.637
H -3.866 2.857 -8.175
H -4.376 0.554 -5.712
H -4.939 2.265 -5.785
H -2.513 1.313 -4.236
H -4.045 1.693 -3.469
H -2.527 3.453 -5.129
H -2.384 3.014 -2.255
H -2.320 4.668 -2.832
H -0.433 2.460 -3.619
H 0.033 3.876 -2.844
H 0.071 5.916 -4.018
H -1.630 5.783 -4.599
H -0.340 5.914 -5.764
C 4.533 -6.668 2.107
O 4.314 -5.285 2.066
C 3.287 -4.992 1.112
C 2.912 -3.535 1.361
N 3.994 -2.630 0.974
C 3.861 -1.330 1.630
C 5.002 -0.417 1.195
O 6.263 -0.840 1.649
C 7.315 -0.011 1.228
H 5.248 -7.013 2.852
H 4.697 -7.199 1.161
H 3.607 -7.173 2.445
H 2.375 -5.562 1.322
H 3.633 -5.259 0.112
H 2.738 -3.434 2.437
H 1.945 -3.339 0.890
H 4.880 -3.056 1.219
H 3.923 -1.532 2.705
H 2.965 -0.824 1.274
H 4.836 0.617 1.547
H 4.997 -0.388 0.094
H 7.344 0.152 0.145
H 8.219 -0.576 1.463
H 7.319 0.926 1.794
C -5.088 -0.517 -1.834
O -6.381 -0.701 -1.269
H -5.086 -0.354 -2.917
H -4.618 0.351 -1.373
H -4.491 -1.411 -1.664
H -6.791 0.162 -1.177
C 2.512 -1.437 -1.625
O 3.542 -2.384 -1.854
H 1.743 -1.829 -0.951
H 2.935 -0.597 -1.063
H 2.037 -1.110 -2.543
H 3.810 -2.734 -0.982
C 2.764 1.546 -4.185
O 2.293 1.871 -2.903
H 2.274 2.111 -4.987
H 3.826 1.773 -4.259
H 2.574 0.498 -4.440
H 1.347 1.685 -2.783
C -2.693 4.841 1.738
O -1.663 4.810 0.767
H -2.534 4.124 2.549
H -2.765 5.816 2.223
H -3.656 4.643 1.261
H -1.461 3.870 0.600
*
```

---

| no. | HOMO-LUMO gap (eV) | E_HOMO (Ha) | lowest unoccupied orbital energy (eV) |
| --- | --- | --- | --- |
| 1 | 8.95 | -0.3072 | 0.6 |
| 2 | 8.94 | -0.3105 | 0.5 |
| 3 | 8.76 | -0.3171 | 0.1 |
| 4 | 8.33 | -0.3065 | 0.0 |